7 unconnected molecules or ions with the total composition C48H105N5O8 in a non-equilibrium geometry. Source: OMol25; level of theory: ωB97M-V/def2-TZVPD.

Geometry (Å):
C1 -10.65834 3.79549 20.47021
H1 -11.48419 3.14543 20.17679
H2 -15.74919 11.19884 13.57033
C2 -18.34799 7.94320 23.67362
H3 -11.21745 13.99615 19.52959
H4 -17.24884 9.86397 19.52768
H5 -13.62281 14.55059 20.66452
C3 -16.79042 10.50179 22.14926
H6 -15.42236 7.24050 18.22726
O1 -15.69541 10.99235 14.49969
C4 -14.01985 13.26401 14.42179
C5 -10.34322 4.63567 19.23468
C6 -10.17177 8.89653 24.60633
H7 -14.74283 8.34212 22.76808
H8 -12.72106 12.51649 20.28164
H9 -12.11149 5.89124 23.90972
H10 -16.50573 13.59169 18.02164
C7 -14.33401 12.10209 16.60433
H11 -11.18526 3.20806 17.81735
H12 -16.18881 11.24628 21.67799
H13 -19.09967 6.43220 21.38353
H14 -14.99579 12.00294 17.46552
H15 -8.09412 10.49727 17.68771
C8 -14.68310 9.14949 18.86992
H16 -11.07333 10.95637 15.52528
H17 -11.57553 8.77631 18.32920
H18 -16.19834 9.55241 22.14007
N1 -19.22185 9.85827 22.25759
N2 -9.14811 5.35228 19.55018
C9 -11.31546 9.26142 17.34865
H19 -17.76244 7.57373 19.49418
C10 -10.33784 12.87164 17.94462
H20 -9.68699 2.30003 21.72330
H21 -9.39618 14.18019 16.51753
H22 -10.90249 13.42209 15.99149
H23 -20.83212 8.75295 23.91443
H24 -9.24355 2.13314 20.08363
H25 -19.10178 9.64782 19.68661
C11 -9.92439 9.64476 22.21158
H26 -18.33035 12.43654 22.01111
H27 -6.27787 3.89874 18.84555
O2 -12.26638 8.12508 21.70511
H28 -20.02637 11.32035 23.15692
H29 -13.38038 12.57222 16.87261
H30 -18.12098 10.34425 14.48069
H31 -14.50273 13.69500 13.54079
C12 -8.12958 3.73875 21.00300
H32 -18.68991 11.98242 14.15555
H33 -12.42673 5.27641 19.32817
C13 -17.92148 13.32875 16.32842
H34 -14.38539 9.70148 23.94580
H35 -16.93382 7.75731 21.03896
H36 -13.18823 6.19264 22.67819
H37 -14.09383 10.59787 20.22869
C14 -17.87274 8.05292 20.47119
C15 -17.39916 11.95561 15.80811
H38 -10.74180 8.46319 26.67505
C16 -15.05683 12.96323 15.55662
H39 -18.84645 13.24792 16.89766
C17 -17.15213 10.92358 17.00886
H40 -18.44019 6.93079 24.02120
C18 -12.50216 8.48225 25.38841
H41 -12.75885 9.54998 25.43313
C19 -11.28760 13.92057 18.46386
C20 -18.48126 11.27125 14.90891
H42 -13.12151 7.93861 26.10616
C21 -8.97001 9.92973 18.06573
H43 -9.86965 4.31902 17.15064
C22 -10.21680 3.70577 17.98871
H44 -11.15006 8.43556 16.64987
C23 -14.22744 13.74069 20.24322
C24 -9.46453 2.91029 20.84635
H45 -17.29559 7.97487 23.31984
C25 -12.95897 8.01914 23.95308
C26 -10.28040 10.43731 17.36637
H46 -17.21040 15.08804 17.32320
H47 -14.18537 13.93081 19.14449
H48 -7.81022 3.09126 18.46939
C27 -7.90019 4.67249 19.89161
H49 -11.20033 6.56798 19.52669
O3 -11.23409 11.25234 19.38630
H50 -14.11211 11.14930 16.23290
H51 -8.82961 13.93388 19.23083
O4 -14.82854 7.11146 20.16205
H52 -9.59463 12.48078 19.89029
H53 -10.82379 7.12593 25.57317
H54 -15.03434 8.15927 24.51151
H55 -14.05344 7.29404 20.74545
H56 -12.63207 8.95201 21.35315
H57 -7.37511 4.73227 17.83044
H58 -11.59148 5.92563 17.94708
C28 -9.93705 7.19484 22.78220
O5 -8.89942 6.37375 18.54894
C29 -6.95167 5.75259 20.44533
H59 -7.27193 3.04729 21.23086
O6 -13.85058 9.70693 19.91364
H60 -15.30155 13.75594 20.52129
H61 -16.92545 10.73840 23.20308
H62 -9.14202 8.70321 24.88691
H63 -12.05799 10.77020 19.41881
H64 -10.44225 10.54794 22.46232
H65 -11.10572 14.89425 18.02246
H66 -21.42222 8.57306 22.28020
C30 -14.57487 7.62138 18.85414
H67 -18.42902 8.61157 24.50664
O7 -19.41720 10.62419 23.46086
C31 -20.73694 8.16132 22.97629
H68 -8.31433 4.29608 21.89549
N3 -10.99169 11.54629 18.04386
C32 -18.50358 11.90667 21.12738
H69 -8.25120 12.00216 16.11968
C33 -9.26147 12.09563 15.73873
C34 -7.31776 4.04037 18.64941
H70 -6.11841 5.29080 20.94467
C35 -9.18425 12.95018 19.00250
H71 -10.29215 9.98395 24.73172
H72 -20.95058 7.14222 23.27866
C36 -18.07704 9.51008 20.14169
H73 -8.84972 9.79971 22.32361
H74 -14.84696 14.75141 16.78124
H75 -14.40027 9.57122 17.87934
H76 -10.11370 9.35917 21.17827
H77 -10.31534 6.33087 23.37380
C37 -14.37750 8.63520 23.73990
H78 -13.58614 7.28977 18.53012
H79 -7.56634 6.36712 21.14520
H80 -19.98673 7.72277 20.58683
H81 -12.30651 13.64639 18.24722
H82 -8.71209 7.18888 18.97572
H83 -13.42448 12.32762 14.15067
H84 -18.18300 13.83762 15.37569
C38 -19.07833 7.54041 21.19668
C39 -16.83608 14.09806 17.11069
H85 -18.17002 10.81042 17.42329
H86 -8.98450 10.05833 19.14279
C40 -11.46485 5.65532 18.98428
H87 -15.70995 9.44330 18.91417
H88 -16.60068 10.05959 16.68823
H89 -13.76111 6.15333 24.49174
C41 -11.05966 8.18981 25.63156
C42 -15.62684 14.27277 16.16613
H90 -8.75478 8.90723 17.81760
H91 -8.87319 7.19841 23.00373
C43 -18.11208 10.39877 21.42286
H92 -19.55757 11.90511 20.88522
H93 -12.28763 9.70148 17.09736
O8 -13.66432 12.49582 20.53918
C44 -13.01342 6.45578 23.71862
H94 -10.09087 6.89475 21.75874
H95 -15.83291 14.94083 15.31588
N4 -11.97503 8.62386 23.03049
H96 -17.92363 12.33693 20.32406
C45 -10.47690 8.56191 23.15807
C46 -10.05550 10.80727 15.87937
H97 -16.54085 11.42725 17.71583
H98 -9.45733 2.95812 18.03412
H99 -19.39437 11.02695 15.39522
C47 -19.32728 8.35264 22.50833
C48 -9.98991 13.23265 16.54581
H100 -10.95232 4.39171 21.34128
H101 -13.23552 13.95218 14.72475
H102 -6.58250 6.48864 19.71991
H103 -8.26584 12.45222 18.68918
H104 -9.12409 12.42917 14.72291
H105 -9.64844 9.93372 15.36261
N5 -16.21898 12.22528 15.01322

HOMO level (eV): -8.11
HOMO-LUMO gap (eV): 8.7
F_max (eV/A): 3.37
LUMO energy (hartree): 0.023
Electronic energy (hartree): -2767.3055
Total charge: 0